(1)
The following is a DFT calculation (the ωB97M-V functional and the def2-TZVPD basis) of a molecular structure, C22H36Cl3CoN4O5S2Si.

Structure (XYZ):
```
74
Properties=species:S:1:pos:R:3:forces:R:3
Co 0.19676 -0.59362 0.12326 0.2 0.3 0.1
C 5.16737 0.16516 -4.22716 0.1 -0.1 -0.2
Si 4.62636 1.16374 -2.74733 0.1 0.0 0.1
C 3.50426 2.52392 -3.33140 -0.2 0.1 0.0
C 6.12293 1.93193 -1.93140 0.2 0.1 0.0
C 3.93013 -0.06835 -1.49324 -0.3 0.0 0.1
C 4.75543 -1.14671 -1.17986 0.0 0.1 -0.1
C 4.36094 -2.15288 -0.30402 0.1 0.0 0.0
C 3.11162 -2.04947 0.26130 -0.2 0.1 0.2
N 2.29931 -1.01836 0.01538 0.1 -0.2 -0.3
C 2.66773 -0.04497 -0.85126 0.2 -0.2 0.1
S 1.39224 1.13055 -1.05778 0.2 -0.1 -0.1
H 5.69611 0.80487 -4.94365 -0.1 -0.1 0.1
H 4.30280 -0.27216 -4.73697 0.1 0.0 0.0
H 5.84104 -0.65171 -3.94690 -0.1 0.1 -0.1
H 4.05074 3.14614 -4.05232 -0.1 -0.1 0.1
H 3.17448 3.15379 -2.50156 0.0 0.0 -0.1
H 2.61005 2.12616 -3.81972 0.1 0.1 0.0
H 6.68846 2.54650 -2.64287 -0.1 -0.1 0.1
H 6.79884 1.16703 -1.53303 -0.1 0.1 0.0
H 5.81291 2.57394 -1.09940 0.1 -0.1 -0.1
H 5.74155 -1.21394 -1.63976 -0.1 0.0 0.1
H 5.00320 -2.99452 -0.07889 0.0 0.0 0.0
H 2.73281 -2.80676 0.94245 0.0 0.0 -0.1
C 1.21305 -0.45697 5.84318 0.0 0.0 -0.2
N 0.83852 -0.75169 4.47372 0.0 -0.1 0.1
C 0.29353 -2.01910 4.02023 0.1 0.1 0.0
C -0.00978 -1.68422 2.57128 0.1 0.1 -0.2
O -0.44916 -2.41771 1.71554 0.0 -0.1 0.0
N 0.36639 -0.38828 2.30055 -0.1 -0.2 0.3
C 0.84780 0.11058 3.43947 0.0 0.3 0.0
N 1.31705 1.35813 3.55905 0.1 -0.3 0.0
H 0.74379 -1.18844 6.49679 0.0 0.0 0.0
H 0.84968 0.52770 6.14445 0.0 0.0 0.0
H 2.29325 -0.50146 5.99343 0.0 0.0 0.0
H -0.60670 -2.30839 4.55947 -0.1 0.0 0.0
H 1.02218 -2.82887 4.07567 0.0 0.0 0.0
H 0.87431 2.01437 2.92885 -0.2 0.1 -0.1
H 1.46224 1.71055 4.48911 0.0 0.0 0.0
Cl -2.98964 -4.31387 -2.60752 0.1 0.0 0.2
C -1.85769 -3.79561 -1.42331 0.0 -0.4 -0.2
Cl -3.48006 -2.55382 0.11829 0.1 0.1 0.0
Cl -1.13355 -5.01637 -0.47238 -0.1 0.1 -0.1
C -1.15075 -2.59034 -1.58161 -0.3 0.2 0.1
O -1.82314 -1.69761 -2.41882 0.2 0.1 -0.2
O -0.08255 -2.27474 -1.06666 0.1 -0.1 0.0
C -2.62314 0.38303 -3.11599 -0.1 -0.1 -0.1
C -1.94854 -0.41887 -2.05565 -0.1 0.0 0.0
O -1.56712 0.04227 -1.00218 0.0 0.0 0.2
H -3.55529 -0.10522 -3.40535 0.1 0.0 0.0
H -1.97191 0.41348 -3.99095 0.0 0.0 0.0
H -2.80847 1.39090 -2.75694 0.0 0.0 0.0
C 0.51885 6.17542 0.74995 0.0 0.0 0.0
C -0.47715 5.09249 1.16594 0.1 0.1 -0.2
C -0.24784 3.80873 0.38491 -0.1 -0.1 0.0
S -1.12405 2.38205 1.09681 0.0 0.1 0.0
O -0.99002 2.54339 2.59423 0.0 0.2 -0.3
C -2.82677 2.86826 0.61085 0.0 -0.1 0.1
C -3.76850 2.77971 1.80517 0.0 -0.2 0.0
C -4.10023 1.33322 2.18090 0.1 0.1 -0.1
H 0.36378 7.08661 1.33080 0.0 0.0 0.0
H 0.41366 6.43120 -0.30835 0.0 0.0 0.1
H 1.54823 5.84196 0.91002 -0.1 0.0 0.0
H -1.49748 5.45509 1.01228 0.0 0.0 0.0
H -0.37924 4.87652 2.22806 0.0 0.0 0.1
H 0.80383 3.51352 0.38822 0.0 0.0 0.0
H -0.56722 3.88360 -0.66046 0.1 -0.1 0.1
H -3.10208 2.14175 -0.15887 0.0 0.1 0.0
H -2.79979 3.86452 0.16802 0.0 0.0 0.1
H -4.68024 3.32901 1.56345 0.0 0.0 0.0
H -3.30257 3.27969 2.65525 0.0 0.1 0.0
H -4.52270 0.78954 1.33163 0.0 0.0 0.1
H -4.82165 1.29576 2.99865 0.0 0.0 0.0
H -3.20188 0.79883 2.50098 -0.1 0.0 0.0
```
Forces are in eV/Å.

The HOMO energy (spin up / spin down) comes out at -7.1 / -7.7 eV. The expectation value of S² is 6.011. As for the spin multiplicity: 5. The frontier orbital gap (spin up / spin down) comes out at 7.276 / 6.975 eV.



(2)
The following is a DFT calculation (the ωB97M-V functional and the def2-TZVPD basis) of a molecular structure, C22H36CrGeN2SSi in a non-equilibrium geometry.

Structure (XYZ):
```
64
Properties=species:S:1:pos:R:3:forces:R:3
Cr 1.06752 -0.16691 0.07960 1.5 -0.8 -1.0
C 2.55813 -2.70106 -1.22321 0.1 0.0 0.0
C 1.05624 -2.71360 -1.50803 -0.2 -0.3 -0.3
N 0.27413 -2.30949 -0.31845 -0.2 0.3 -0.2
C 0.27138 -3.30589 0.78988 0.1 0.1 -0.6
C 0.26627 -2.57810 2.12095 -0.4 0.0 0.5
S 1.46145 -1.19196 2.16953 -0.1 -0.6 0.6
C 3.02077 -2.12061 1.88074 0.6 -0.2 0.2
C 3.80365 -1.63215 0.66463 0.3 0.4 -0.4
N 2.94249 -1.44153 -0.53003 0.1 0.1 -0.1
H 2.86657 -3.56516 -0.61293 -0.2 0.3 -0.2
H 3.09506 -2.78593 -2.18371 -0.2 0.0 0.4
H 0.81738 -2.00590 -2.32421 0.1 -0.2 0.4
H 0.75620 -3.71731 -1.85752 0.1 0.3 0.0
H -0.69939 -2.17166 -0.60474 0.4 0.0 0.0
H -0.60387 -3.97167 0.67057 0.3 0.3 0.3
H 1.15880 -3.94913 0.69001 -0.3 0.3 0.1
H -0.71535 -2.11432 2.32165 0.4 -0.1 -0.1
H 0.49505 -3.25821 2.95532 0.0 0.3 -0.2
H 3.63480 -1.97055 2.78233 -0.2 -0.1 -0.3
H 2.81989 -3.20289 1.82833 -0.2 0.5 0.0
H 4.25021 -0.64261 0.88337 -0.2 -0.5 -0.1
H 4.62895 -2.33432 0.41377 -0.4 0.3 0.4
H 3.47913 -0.87391 -1.19103 -0.3 -0.1 0.3
C 0.64920 3.84874 -1.51758 0.1 0.1 0.1
Ge 1.67766 3.34717 0.10677 -0.2 -0.1 0.1
C 3.19355 4.60253 0.35327 0.0 0.0 -0.1
C 0.64515 3.31371 1.80375 0.1 0.4 -0.1
C 2.27753 1.48354 -0.15320 -0.1 0.3 0.4
H -0.28168 4.36746 -1.24414 0.3 -0.2 -0.2
H 0.39913 2.94329 -2.09537 0.0 0.3 0.2
H 1.24755 4.51862 -2.16164 -0.3 -0.3 0.3
H 2.79140 5.61691 0.50762 0.1 -0.3 -0.1
H 3.85059 4.63109 -0.53348 -0.3 0.0 0.4
H 3.79968 4.34535 1.23798 -0.2 0.0 -0.3
H -0.26296 3.93150 1.72668 0.3 -0.2 0.1
H 1.27487 3.72968 2.60919 -0.3 -0.2 -0.3
H 0.36412 2.28319 2.06778 0.0 0.3 -0.1
H 3.11878 1.35474 0.56353 -0.2 -0.2 -0.3
H 2.69916 1.45445 -1.17011 0.1 -0.2 0.0
C -3.63459 -0.10846 -4.22506 0.1 0.1 0.1
C -3.29127 1.18640 -3.84864 0.2 0.0 0.3
C -2.51513 1.40630 -2.70802 -0.2 -0.1 -0.3
C -2.06953 0.34067 -1.91999 0.4 -0.2 0.2
C -2.41178 -0.95972 -2.32195 -0.2 0.1 -0.3
C -3.19640 -1.18423 -3.45829 0.3 -0.2 0.4
Si -1.12535 0.76646 -0.31203 -1.6 0.9 0.2
C -2.20272 0.15785 1.15261 0.2 -0.2 -0.5
C -2.80493 -1.11130 1.20157 0.0 0.2 0.3
C -3.62186 -1.46912 2.27583 0.2 -0.3 -0.4
C -3.85355 -0.57199 3.31240 -0.1 0.0 0.2
C -3.27074 0.68898 3.27189 0.2 0.2 -0.1
C -2.45093 1.04642 2.19785 -0.1 0.1 0.4
H -4.22794 -0.26744 -5.11858 0.0 -0.1 0.1
H -3.61617 2.04862 -4.42277 0.0 -0.2 0.0
H -2.26617 2.42719 -2.42649 0.0 -0.1 0.0
H -2.09244 -1.83262 -1.74173 -0.2 0.2 -0.2
H -3.44775 -2.21344 -3.71701 0.0 0.3 -0.1
H -1.33855 2.26901 -0.23267 0.4 -0.6 0.0
H -2.66146 -1.82931 0.38885 -0.1 0.2 0.2
H -4.07411 -2.46059 2.27793 0.0 0.2 0.1
H -4.50330 -0.84833 4.14464 0.2 0.1 -0.3
H -3.45322 1.42282 4.05834 0.0 -0.3 -0.2
H -2.01931 2.04875 2.17345 -0.1 -0.3 0.0
```
Forces are in eV/Å.

The HOMO energy (spin up / spin down) comes out at -11.0 / -10.8 eV. The expectation value of S² is 3.895. The charge is +1. As for the spin multiplicity: 4. The frontier orbital gap (spin up / spin down) comes out at 6.996 / 7.969 eV.



(3)
The following is a DFT calculation (the ωB97M-V functional and the def2-TZVPD basis) of a molecular structure, C22H36ErN2O8S2 in a non-equilibrium geometry.

Structure (XYZ):
```
71
Properties=species:S:1:pos:R:3:forces:R:3
Er 0.23576 0.12889 1.39526 -0.8 0.9 0.4
O 4.75985 0.92045 1.55675 -0.2 0.0 0.0
C 3.53845 0.43067 1.42337 0.1 -0.1 0.0
O 2.53338 1.05473 1.69234 0.0 0.1 0.0
C 3.52385 -0.96539 0.85130 0.0 0.0 0.0
O 2.29139 -1.60303 1.08850 -0.1 0.0 0.1
C 2.26190 -2.35017 2.32217 0.1 -0.1 -0.1
C 1.99025 -1.39975 3.47670 -0.4 0.4 0.1
O 2.69386 -1.37314 4.45746 0.0 0.0 0.1
O 0.95225 -0.63547 3.23863 0.6 -0.6 0.6
H 4.68889 1.81322 1.93029 0.1 0.0 0.0
H 4.36148 -1.53705 1.25232 0.0 0.0 0.0
H 3.65581 -0.86707 -0.22873 0.0 0.0 0.0
H 3.19366 -2.89200 2.47392 0.0 0.0 -0.1
H 1.43207 -3.04843 2.21911 0.0 -0.1 0.0
C -2.92105 1.82456 1.85681 -0.1 0.0 -0.1
C -1.90582 2.44772 2.80127 0.0 0.0 0.1
N -0.93097 1.46005 3.27602 0.2 -0.1 -0.1
C -1.36717 0.63627 4.41884 0.0 0.1 0.0
C -2.35946 -0.47760 4.08735 -0.1 0.0 0.1
S -1.99316 -1.47556 2.60960 0.3 -0.1 -0.1
C -3.41497 -1.14750 1.53571 -0.1 0.0 0.0
C -3.16473 -0.13963 0.41137 0.0 0.0 0.0
N -2.29447 0.96339 0.84070 0.2 -0.1 -0.1
H -3.52200 2.61317 1.39412 0.0 0.0 0.0
H -3.62438 1.21579 2.42004 0.0 0.0 0.0
H -2.43538 2.91725 3.63759 0.0 0.0 0.0
H -1.35085 3.22637 2.28364 0.0 0.0 0.0
H -0.09983 1.95431 3.58796 0.0 0.1 0.0
H -1.82671 1.26626 5.18990 0.0 0.0 0.0
H -0.46829 0.19812 4.84057 0.0 0.0 0.0
H -3.37603 -0.10441 3.97334 0.0 0.0 0.0
H -2.38205 -1.16149 4.93513 0.0 0.0 0.0
H -4.23894 -0.85048 2.18389 0.0 0.0 0.0
H -3.70627 -2.10107 1.09750 0.0 0.0 0.0
H -4.13621 0.21855 0.05017 0.0 0.0 0.0
H -2.66828 -0.64082 -0.41489 0.0 0.0 0.0
H -2.07225 1.52709 0.02793 0.0 0.0 0.0
C 0.09441 -2.78806 -6.52483 0.0 0.0 0.0
C 0.12379 -2.28480 -5.10623 0.0 0.0 0.0
C 0.83420 -2.95976 -4.12057 0.0 -0.1 0.0
C 0.88264 -2.50955 -2.80792 0.1 0.0 0.0
C 1.61467 -3.31264 -1.76391 0.0 0.0 0.0
C 0.21516 -1.32710 -2.49077 -0.1 0.1 0.0
C -0.52804 -0.63685 -3.44930 0.0 0.0 0.0
C -1.33864 0.58971 -3.11244 0.0 0.0 0.0
C -0.56051 -1.13019 -4.74712 0.0 0.0 0.0
C 0.27024 -0.80350 -1.09347 0.0 -0.2 0.1
O -0.45437 -1.32204 -0.18858 0.0 -0.3 -0.4
O 1.02984 0.16596 -0.77675 0.1 -0.1 -0.6
H 0.45133 -3.81509 -6.58874 0.0 0.0 0.0
H 0.72892 -2.17639 -7.16919 0.0 0.0 0.0
H -0.91547 -2.75343 -6.93477 0.0 0.0 0.0
H 1.36101 -3.87275 -4.37776 0.0 0.0 0.0
H 2.38515 -3.92890 -2.22535 0.0 0.0 0.0
H 0.92349 -3.97904 -1.24290 0.0 0.0 0.0
H 2.08506 -2.68882 -1.00313 -0.1 0.0 -0.1
H -2.36402 0.47438 -3.46813 0.0 0.0 0.0
H -0.92749 1.48569 -3.58129 0.0 0.0 0.0
H -1.38192 0.77541 -2.03927 0.0 0.0 0.0
H -1.14748 -0.60434 -5.49422 0.0 0.0 0.0
C 2.20428 3.04680 -0.95181 0.1 0.1 0.1
S 0.44951 2.95415 -0.69099 -0.2 -0.5 0.3
C 0.12600 4.68401 -0.51632 0.0 0.3 0.1
O 0.24337 2.41529 0.72938 0.1 0.1 -0.4
H 2.64741 3.43248 -0.03289 0.1 0.0 -0.1
H 2.38748 3.72131 -1.78795 0.0 0.0 0.0
H 2.55852 2.04570 -1.18088 0.0 0.0 0.0
H 0.27723 5.16447 -1.48318 0.0 0.0 0.0
H 0.78610 5.10457 0.24263 -0.1 0.0 0.0
H -0.91550 4.78655 -0.21535 0.0 0.0 0.0
```
Forces are in eV/Å.

The HOMO energy comes out at -11.1 eV. The expectation value of S² is 3.752. The charge is +1. As for the spin multiplicity: 4. The frontier orbital gap comes out at 8.973 eV.



(4)
The following is a DFT calculation (the ωB97M-V functional and the def2-TZVPD basis) of a molecular structure, C22H36LaN in a non-equilibrium geometry.

Structure (XYZ):
```
60
Properties=species:S:1:pos:R:3:forces:R:3
C -2.54114 -2.76717 -0.17154 0.1 0.0 0.3
H -3.58749 -2.60123 0.13081 0.3 -0.4 -0.3
H -2.40408 -3.75914 -0.63710 -0.2 0.4 0.4
H -2.36336 -2.03970 -0.95082 0.4 0.4 -0.3
C -1.72834 -2.63502 1.13292 -0.4 0.0 0.3
H -0.62382 -2.74618 1.07380 -0.4 -0.2 -0.4
H -1.90806 -1.65474 1.59904 -0.2 0.0 0.0
C -2.22676 -3.76334 2.05230 0.3 -0.2 0.1
H -1.89235 -3.70156 3.09844 0.0 0.1 -0.4
H -3.32583 -3.80521 2.04608 0.4 0.1 0.0
H -1.84762 -4.69633 1.60757 -0.3 0.1 0.4
C 2.92467 -0.39923 -0.32807 0.3 -1.4 -1.0
C 2.91109 -1.52932 0.57520 0.1 -0.5 -1.8
C 2.13117 -2.56415 -0.04914 1.1 0.3 -0.8
C 1.67049 -2.07973 -1.31544 0.6 -0.1 0.3
C 2.17138 -0.75312 -1.50714 0.5 -0.3 0.9
C 1.77038 0.16678 -2.61815 0.1 0.3 -0.6
C 0.75190 -2.82637 -2.23609 -0.2 -0.3 -0.3
C 1.78165 -3.89537 0.52727 -0.1 -0.6 0.2
C 3.28798 -1.48237 2.01030 0.5 -0.3 0.3
C 3.37868 0.96129 0.03181 0.6 0.6 -0.1
La 0.68586 -0.56045 0.55921 -3.9 0.8 2.4
H 0.17390 -2.15099 -2.88332 0.2 -0.2 0.1
H 1.31026 -3.50928 -2.90732 -0.3 0.3 0.4
H 0.01943 -3.43974 -1.68364 0.3 0.1 -0.2
H 0.88680 -0.21340 -3.15088 0.2 0.1 0.1
H 1.53569 1.18309 -2.26397 0.2 -0.2 0.0
H 2.56246 0.28161 -3.38101 -0.3 -0.1 0.4
H 3.33652 1.15115 1.11208 0.0 0.0 -0.1
H 4.42418 1.08763 -0.26942 0.0 0.1 0.1
H 2.81058 1.74546 -0.48167 0.1 -0.1 0.1
H 2.99616 -2.40247 2.52982 0.1 0.3 0.0
H 4.37941 -1.40003 2.08834 -0.2 0.1 0.3
H 2.87042 -0.61893 2.56784 0.1 -0.1 -0.1
H 0.70870 -4.13725 0.43204 0.4 0.0 0.0
H 2.32193 -4.70592 0.00767 -0.1 0.3 0.2
H 2.03714 -3.96332 1.59198 0.0 -0.1 -0.3
C -3.16915 3.60981 -0.65044 -0.3 0.3 0.0
N -2.23150 2.61898 -1.25786 0.2 -0.6 0.4
C -2.65019 2.25393 -2.64200 0.0 0.1 -0.1
C -0.74588 3.01337 -1.15899 -0.2 0.1 -0.3
C -0.31812 3.00681 0.27923 0.1 1.3 0.7
C -0.36647 4.22878 0.96475 -0.1 -0.2 -0.2
C -0.16300 4.25356 2.34519 0.0 0.2 0.0
C 0.06544 3.07170 3.04633 -0.1 -0.6 0.2
C 0.14983 1.84183 2.34877 0.0 1.4 -0.1
C 0.02368 1.84256 0.95891 -0.7 -1.0 -1.0
H -2.97435 4.59737 -1.08205 0.0 -0.2 0.1
H -3.04003 3.63299 0.43502 0.1 0.0 -0.3
H -4.19289 3.29425 -0.89084 0.3 0.1 0.1
H -2.30797 1.77186 -0.67608 0.1 0.3 -0.2
H -2.41369 3.09319 -3.30174 -0.1 -0.2 0.1
H -2.10041 1.35943 -2.95007 -0.1 0.2 0.0
H -3.72878 2.05944 -2.64120 0.3 0.0 -0.1
H -0.19984 2.29378 -1.78583 -0.2 0.2 0.2
H -0.68415 4.01301 -1.61496 0.0 -0.3 0.1
H -0.57967 5.14976 0.40658 0.1 -0.3 0.4
H -0.20844 5.21511 2.85906 0.0 -0.4 0.0
H 0.15260 3.09023 4.13640 0.0 0.1 -0.4
H 0.29302 0.91232 2.93202 0.1 0.3 -0.1
```
Forces are in eV/Å.

The HOMO energy comes out at -13.8 eV. The charge is +2. As for the spin multiplicity: 1. The frontier orbital gap comes out at 7.419 eV.



What are the electronic energy values for these records? In order: -144340.8267; -130021.8469; -92051.9278; -25732.1242 eV.